Record 1
Entry from the OMol25 dataset: C26H33O5Pb as an isolated structure at a distorted geometry (wB97M-V/def2-TZVPD).

Computed properties:
- Orbital gap (alpha / beta): 5.65 / 5.05 eV
- Maximum force: 2.91 eV/A
- Spin multiplicity: 1
- Total charge: +1
- Energy relative to the best compared isomer or geometry (same formula, charge and spin): 0.00 kcal per mole
- HOMO level (alpha / beta): -10.9 / -10.9 eV
- LUMO (alpha / beta): -5.291 / -5.890 eV

Each line ends with the Mulliken charge.
Geometry (Å):
Pb (0.9421, -1.2330, -0.4046)  1.43
O (1.4049, -4.1106, 1.3806)  -0.65
H (1.0998, -1.1103, -4.5359)  0.10
C (-2.1826, 0.3244, -4.1151)  -1.63
H (0.9465, -3.3058, -6.9312)  0.32
H (1.3286, -3.1658, -9.2208)  0.27
H (1.0000, -0.3273, -9.7759)  0.26
H (0.6719, -5.2713, 5.9382)  0.39
C (1.2442, -4.2368, 4.1497)  -0.69
H (-2.6832, 1.0788, -4.7408)  0.40
C (-2.3706, 0.4184, -0.1980)  -0.14
H (-0.9945, -0.2919, -7.7883)  0.36
H (-1.9613, -2.5738, 1.2333)  0.49
C (0.0787, -0.4752, -7.8529)  -0.53
H (-1.5555, -0.5031, 2.8874)  0.59
C (0.9855, 1.6960, 1.3193)  -0.09
H (0.2345, -3.1484, 7.2258)  0.38
O (0.7432, -0.7355, 3.4249)  -0.10
C (-1.9911, -1.5264, 0.9599)  -1.33
H (0.7499, 1.8510, -4.9475)  0.33
H (0.1562, 2.5070, -2.7339)  0.34
C (1.3803, -2.3335, -7.2202)  -0.47
H (2.0934, 2.1565, -1.7915)  0.57
H (-0.2989, -1.5215, -9.7599)  0.26
H (1.4956, -5.1369, 3.5938)  0.45
C (1.5339, -2.2057, -8.7477)  -0.53
C (0.7130, -1.8762, 5.5471)  -0.86
O (-0.1327, -0.2580, -3.0009)  -0.36
C (-2.3634, -1.0000, -0.3039)  -0.43
O (0.4893, -1.3005, -6.7361)  -0.23
H (-2.6964, 1.1156, -0.9669)  0.82
C (0.5547, -3.1092, 6.1834)  -0.42
H (-1.3791, 2.0441, -1.9785)  -0.13
H (-2.7778, 0.0629, -3.2350)  0.24
H (3.5769, 0.3981, -0.3728)  0.60
O (2.1366, -1.9709, 1.4521)  -0.77
C (0.9810, -1.8493, 4.1662)  0.67
H (0.0790, 3.0092, -0.2185)  0.50
H (2.5352, -1.8941, -9.0532)  0.27
H (0.6307, 0.0401, 4.0047)  0.22
H (1.8541, 0.2217, -3.5606)  0.29
C (-0.8265, 0.8394, -3.6720)  1.62
C (2.6720, 0.9054, -0.0353)  -1.36
C (-1.9821, 0.7603, 1.1186)  -1.03
C (0.8044, -4.2947, 5.4724)  -0.62
H (-2.6644, -1.5635, -1.1823)  0.44
H (-0.3057, 0.5723, -5.7323)  -0.11
H (0.3557, 1.8698, 2.1792)  0.53
C (1.3477, -3.0157, 3.4721)  0.34
C (0.8326, 2.2804, 0.0494)  -0.46
C (1.6477, -3.0609, 1.9947)  0.52
H (2.3441, -2.2486, -6.6938)  0.26
C (-0.8553, 2.1491, -2.9290)  -1.26
H (-1.9021, 1.7679, 1.5141)  0.61
C (2.1378, 0.8903, 1.2990)  -0.25
C (0.1902, 0.9110, -4.8243)  -0.50
H (2.6298, 0.4546, 2.1570)  0.34
C (1.8727, 1.8129, -0.7883)  -0.14
C (0.9298, -0.1538, -4.0207)  -0.26
C (-1.7630, -0.4384, 1.8311)  0.13
H (-2.0272, -0.6059, -4.6747)  0.40
H (0.5803, -0.9298, 6.0713)  0.37
C (0.5236, -1.1057, -9.1699)  -0.53
H (-1.3735, 2.8913, -3.5556)  0.42
H (0.5548, 0.5088, -7.7639)  0.32

Cartesian forces (eV/Å) of the 2 atoms listed first:
Pb 0.240 -0.401 1.082
O 0.259 1.573 0.165

---

Record 2
Entry from the OMol25 dataset: C2H6N2 as an isolated structure at a distorted geometry (wB97M-V/def2-TZVPD).

Computed properties:
- Orbital gap: 8.77 eV
- Maximum force: 3.56 eV/A
- Spin multiplicity: 1
- Total charge: 0
- Energy relative to the best compared isomer or geometry (same formula, charge and spin): 88.83 kcal per mole
- HOMO level: -7.8 eV
- LUMO: 1.000 eV

Each line ends with the Mulliken charge.
Geometry (Å):
C (-1.0144, -0.0305, -0.1654)  -0.27
C (0.7436, 0.5694, 0.8624)  -0.15
H (-1.4390, -0.9279, 0.3293)  0.30
H (-1.7016, 0.4063, -0.9025)  0.25
N (-0.5357, 0.9197, 0.7631)  -0.52
H (1.4551, 1.3682, 1.0609)  0.26
N (0.3373, -0.5151, -0.7353)  -0.56
H (0.3581, -1.5030, -0.9974)  0.26
H (0.6492, 0.0840, -1.4965)  0.24
H (1.1474, -0.3711, 1.2815)  0.20

Cartesian forces (eV/Å) of the 2 atoms listed first:
C 0.689 -1.923 0.254
C -1.010 0.855 3.305

---

Record 3
Entry from the OMol25 dataset: a single C4H7NO2 molecule at a distorted geometry (wB97M-V/def2-TZVPD).

Computed properties:
- Orbital gap: 8.28 eV
- Maximum force: 4.64 eV/A
- Spin multiplicity: 1
- Total charge: 0
- Energy relative to the best compared isomer or geometry (same formula, charge and spin): 100.58 kcal per mole
- SMILES: [H]/N=C(\CO)C(C)=O
- HOMO level: -9.0 eV
- LUMO: -0.760 eV

Each line ends with the Mulliken charge.
Geometry (Å):
H (0.7855, -2.1333, -0.2402)  0.30
C (1.4258, -1.5176, 0.3954)  -1.08
N (-1.6347, -0.6403, 0.6640)  -0.60
H (2.4619, -1.6527, 0.0720)  0.36
H (-0.8762, 2.4034, 0.0040)  0.23
O (1.6993, 0.7669, 0.9070)  -0.45
C (1.0450, -0.0576, 0.2955)  0.41
H (-2.1293, 1.4632, -0.8528)  0.34
H (0.6259, 0.7293, -1.1878)  0.40
O (-0.2228, 1.3910, -1.6570)  -0.53
C (-1.0587, 1.4998, -0.5959)  -0.34
C (-0.8263, 0.2355, 0.3506)  0.41
H (1.3282, -1.8756, 1.4221)  0.28
H (-2.6234, -0.6119, 0.4232)  0.26

Cartesian forces (eV/Å) of the 2 atoms listed first:
H 0.038 0.008 0.101
C -0.019 -0.374 -1.368

---

Record 4
Entry from the OMol25 dataset: C7H11I2N as an isolated structure at a distorted geometry (wB97M-V/def2-TZVPD).

Computed properties:
- Orbital gap: 8.96 eV
- Maximum force: 6.12 eV/A
- Spin multiplicity: 1
- Total charge: 0
- Energy relative to the best compared isomer or geometry (same formula, charge and spin): 32.77 kcal per mole
- HOMO level: -9.2 eV
- LUMO: -0.225 eV

Each line ends with the Mulliken charge.
Geometry (Å):
H (2.5305, 1.4184, 0.8332)  0.28
H (1.3057, -0.3980, -1.3327)  0.24
N (-0.0510, 0.7845, -0.2206)  -0.48
C (-3.2701, 0.1030, -0.3613)  -0.97
C (-0.7975, -0.1502, 0.1562)  0.48
H (-1.5323, -2.2364, 0.1825)  0.25
H (-0.3313, -1.9282, -1.1671)  0.31
I (-4.5546, -1.6469, -0.0266)  0.10
H (1.5903, 1.4872, -1.2681)  0.34
H (2.1479, -0.3262, 0.9856)  0.33
H (-3.0883, 0.5425, 2.5363)  0.44
H (-2.7528, -0.1127, -1.2954)  0.59
H (3.2900, 0.2068, -0.2446)  0.35
C (-0.6062, -1.6359, 0.0025)  -1.06
C (2.3694, 0.4482, 0.2673)  -1.10
C (-2.0463, 0.1917, 0.8164)  0.41
I (-4.5175, 1.8650, -0.3143)  0.14
H (0.3363, -2.0740, 0.4903)  0.29
H (-1.2588, 0.2912, 2.7336)  0.23
C (1.2891, 0.5692, -0.7828)  -0.32
C (-2.2578, 0.1767, 2.1289)  -0.83

Cartesian forces (eV/Å) of the 2 atoms listed first:
H -0.287 -1.102 -0.636
H 0.114 0.936 -0.483

---

Record 5
Entry from the OMol25 dataset: C10H14BClF4MnO8 as an isolated structure at a distorted geometry (wB97M-V/def2-TZVPD).

Computed properties:
- Orbital gap (alpha / beta): 3.61 / 5.45 eV
- Maximum force: 1.90 eV/A
- Spin multiplicity: 6
- Total charge: -2
- Energy relative to the best compared isomer or geometry (same formula, charge and spin): 0.00 kcal per mole
- HOMO level (alpha / beta): 0.7 / -1.1 eV
- LUMO (alpha / beta): 4.334 / 4.335 eV

Each line ends with the Mulliken charge.
Geometry (Å):
O (-2.9710, 2.2730, 15.1171)  -0.21
H (-1.9317, -3.6485, 12.9102)  0.39
H (1.9675, 2.9339, 14.5822)  0.50
B (-0.9585, 5.3224, 16.7243)  0.03
C (-1.5270, -1.3968, 15.4799)  -0.33
Cl (-2.6471, 1.5501, 18.3513)  -0.63
C (-2.2388, -4.1942, 14.9815)  0.45
H (2.4527, 2.5073, 16.9544)  0.36
H (-5.0230, 2.6091, 14.9073)  0.35
O (-1.2830, -0.1301, 15.6691)  -0.44
C (1.1661, 2.8476, 15.3240)  -0.46
H (2.1329, 1.0613, 16.0252)  0.38
O (-2.5795, -5.3787, 14.7353)  -0.73
C (-2.0945, -3.6778, 16.3790)  0.24
C (-4.1230, 3.0913, 15.2981)  -0.63
F (-1.1417, 3.8979, 16.8745)  0.14
F (0.0373, 5.7384, 17.6075)  -0.37
H (-3.0162, 4.9090, 15.0410)  0.01
O (0.6192, 1.5966, 17.3293)  -0.36
H (0.9691, 1.0104, 18.0041)  0.25
H (-3.0571, 1.8189, 14.2733)  0.24
H (-4.2751, 3.2002, 16.3745)  0.33
H (-2.9615, 4.2823, 12.9929)  0.33
C (-1.7741, -2.2950, 16.5301)  -0.37
F (-2.1814, 5.9532, 16.9669)  -0.35
O (-2.3618, -4.4465, 17.3341)  -0.81
H (-1.7354, -1.9910, 17.5712)  0.39
C (-1.5383, -1.9053, 14.1374)  0.57
O (-1.1496, -1.2400, 13.1167)  -0.80
H (0.9840, 3.8675, 15.6659)  0.19
H (-0.1696, 2.6710, 13.8777)  0.23
C (-3.9372, 4.4516, 14.6835)  -0.05
H (-4.7629, 5.1121, 14.9536)  0.33
O (-3.8820, 4.3753, 13.2503)  -0.60
C (1.6568, 1.9608, 16.4316)  -0.43
Mn (-1.3121, 1.8151, 16.4351)  0.91
O (-0.0447, 2.3273, 14.7639)  -0.15
F (-0.5446, 5.5647, 15.3926)  -0.42
C (-1.9507, -3.2668, 13.9260)  -0.48

Cartesian forces (eV/Å) of the 2 atoms listed first:
O -0.403 0.228 -0.303
H -0.123 0.094 -0.028

---

- What is the formula in the fourth record?
  C7H11I2N